C46H77F14N16O14S6 | the ωB97M-V functional and the def2-TZVPD basis

Cartesian coordinates (Å):
C -1.53866 4.98828 -3.06169
C -0.62461 4.44982 -1.99996
N 0.56395 5.37085 -1.80906
C 1.76410 5.09093 -1.19672
C 2.51311 6.25730 -1.32420
N 1.85892 7.08877 -2.19428
C 0.61425 6.60879 -2.37810
C 2.35079 8.32737 -2.73808
H -2.01818 5.93805 -2.76528
H -2.42528 4.34554 -3.15128
H -1.04107 5.06994 -4.02290
H -0.20825 3.47304 -2.16451
H -1.22691 4.36186 -1.09531
H 2.04205 4.30824 -0.52077
H 3.45959 6.35811 -0.78324
H -0.18001 7.30078 -2.76123
H 2.63095 8.15410 -3.75542
H 3.27279 8.67375 -2.27670
H 1.55877 9.07519 -2.68179
C -4.67567 -1.97086 -4.27120
C -4.09377 -2.49406 -2.96423
N -5.09512 -2.23458 -1.87006
C -6.27073 -2.85087 -1.70771
C -6.89372 -2.29928 -0.65173
N -5.96224 -1.42315 -0.08790
C -4.90929 -1.32879 -0.89343
C -6.24655 -0.54483 1.09871
H -4.67296 -0.87641 -4.30725
H -5.70299 -2.24059 -4.50618
H -4.01779 -2.41548 -5.00907
H -3.24903 -1.86482 -2.68033
H -3.91998 -3.55816 -2.82967
H -6.65792 -3.63195 -2.37020
H -7.84791 -2.45989 -0.18298
H -4.04810 -0.64654 -0.79352
H -7.26285 -0.23983 0.93301
H -5.66784 0.36756 1.03096
H -6.02407 -1.13493 2.04209
C -1.27486 7.24123 1.65837
C -2.34890 6.67007 2.56203
N -3.21912 5.55665 1.95837
C -2.71766 4.31384 1.69719
C -3.80769 3.52948 1.35206
N -4.88397 4.36624 1.31166
C -4.51963 5.56072 1.66664
C -6.27941 3.97929 1.06768
H -0.52589 6.46834 1.52820
H -0.82117 8.13773 2.14448
H -1.68968 7.42251 0.63250
H -3.05284 7.43852 2.86515
H -1.98205 6.29415 3.56388
H -1.67353 4.05666 1.81462
H -3.80938 2.54157 0.89366
H -5.23629 6.40090 1.66716
H -6.35661 3.53056 0.06760
H -6.92553 4.84552 1.07937
H -6.66776 3.22221 1.79109
C -2.13876 2.14255 4.79536
C -1.57028 0.89249 4.20900
N -0.74944 0.09173 5.14999
C -1.15946 -0.26305 6.40731
C -0.11828 -0.86054 7.01668
N 0.90198 -0.93130 6.09419
C 0.49537 -0.36731 4.99786
C 2.20884 -1.59749 6.31455
H -2.70224 2.00729 5.76622
H -2.89857 2.50860 4.05446
H -1.35938 2.91015 4.98309
H -0.93411 1.01950 3.34025
H -2.35835 0.17054 3.91543
H -2.16769 -0.22292 6.79702
H -0.00189 -1.41191 7.95022
H 1.15895 -0.09759 4.18328
H 1.95745 -2.59372 5.94418
H 2.49775 -1.57059 7.35360
H 2.97462 -1.07261 5.73624
C 0.52804 2.34701 -5.13035
C -0.00915 0.96407 -5.54497
N 1.15107 0.05659 -5.80550
C 1.88481 -0.05547 -6.91504
C 2.92803 -0.83940 -6.61548
N 2.85683 -1.20506 -5.28510
C 1.80675 -0.59492 -4.81594
C 3.96882 -1.84445 -4.45963
H -0.30077 3.01605 -5.05452
H 1.22184 2.68763 -5.91205
H 1.00343 2.36442 -4.15771
H -0.56191 1.10167 -6.50153
H -0.64186 0.54641 -4.80324
H 1.70113 0.37927 -7.88793
H 3.64716 -1.25639 -7.34496
H 1.52425 -0.63023 -3.78742
H 4.52091 -1.00256 -4.12026
H 4.50204 -2.46859 -5.20151
H 3.48834 -2.44767 -3.64353
C 0.46270 -9.00024 -3.02545
C -0.06012 -9.24092 -1.64400
N -0.47809 -7.97996 -0.86968
C -1.47262 -7.15496 -1.21487
C -1.51992 -6.15603 -0.28460
N -0.58016 -6.50681 0.65637
C 0.06098 -7.61808 0.27865
C -0.21287 -5.64712 1.73592
H -0.31122 -8.49883 -3.59430
H 0.71628 -9.98975 -3.42415
H 1.42493 -8.43003 -2.95073
H 0.66097 -9.71263 -1.00714
H -0.93821 -9.82472 -1.46821
H -2.03468 -7.38554 -2.08731
H -2.00804 -5.23096 -0.23019
H 0.89371 -8.03945 0.79117
H -0.39696 -4.60068 1.47695
H 0.89367 -5.68664 1.94258
H -0.78527 -5.92459 2.58966
C 8.66670 -0.52220 1.29489
C 7.76582 -1.42845 2.07407
N 6.38532 -0.83409 2.10658
C 5.88354 0.16253 2.93979
C 4.58828 0.39612 2.63600
N 4.25802 -0.43574 1.60112
C 5.34584 -1.18334 1.32947
C 2.99464 -0.48893 0.89749
H 8.55137 -0.69309 0.25812
H 9.72864 -0.63716 1.52160
H 8.41047 0.51950 1.56038
H 7.99381 -1.37396 3.16008
H 7.68042 -2.50473 1.76792
H 6.49473 0.59275 3.73417
H 3.90802 1.08796 3.11519
H 5.35277 -2.00112 0.63653
H 2.24980 -0.60983 1.67598
H 2.99914 -1.35697 0.20538
H 2.76533 0.45128 0.34345
N -0.94088 -0.13743 -0.48168
S -0.29533 -0.37231 -1.87613
O -0.07724 -1.59378 -2.47639
O 0.64023 0.63569 -2.08888
F -1.59103 0.06090 -2.73630
S -1.07658 -1.24491 0.63649
O -2.22804 -0.95429 1.50382
O 0.16455 -1.72661 1.19641
F -1.55110 -2.59165 -0.10225
C 2.06590 4.51861 3.29329
F 3.02616 3.94036 4.04266
F 1.17198 5.08210 4.10941
F 2.67428 5.50278 2.53468
S 1.27330 3.22141 2.21826
O 2.35657 2.70294 1.40054
O 0.83129 2.19375 3.12549
O 0.21929 3.98908 1.57759
C -4.70318 2.46118 -3.54272
F -3.57635 2.95021 -4.19455
F -5.78341 3.23208 -3.97628
F -4.84659 1.17084 -3.86013
S -4.35200 2.68950 -1.72673
O -5.40130 1.87773 -1.12699
O -3.09860 2.21260 -1.43617
O -4.48372 4.12826 -1.57920
C 3.83462 -6.27775 -0.19146
F 3.37070 -7.08197 0.78209
F 5.12242 -6.27629 -0.08601
F 3.45322 -6.69535 -1.43896
S 3.02414 -4.61212 -0.00786
O 4.01628 -3.67966 -0.48031
O 1.74281 -4.88598 -0.59480
N 2.69271 -4.45554 1.51408
S 3.67412 -3.81660 2.64111
O 5.07026 -3.97796 2.46606
O 3.27446 -2.49716 2.99858
C 3.19727 -5.02904 3.95396
F 2.06596 -4.65993 4.53598
F 2.91284 -6.27580 3.45977
F 4.18023 -5.08206 4.84182

## Properties
HOMO level = -14.59 eV
multiplicity = 1
relative energy (zero: lowest compared OMol25 entry of this formula, charge and spin) = 45.7 kJ/mol
LUMO energy = -4.720 eV
total charge = +3

C46H79ClN9O2OsSbSi3 | the ωB97M-V functional and the def2-TZVPD basis

Cartesian coordinates (Å):
Os -1.31767 0.76835 -0.03012
C -4.89093 -2.31515 3.74191
C -4.30194 -1.04036 3.24960
C -4.70640 0.26472 3.40570
C -3.79588 1.04791 2.66968
N -2.87809 0.27392 2.09796
N -3.20545 -0.98610 2.46408
C -3.82700 2.53316 2.53513
H -5.62599 -2.10651 4.51463
H -4.13117 -2.97791 4.15737
H -5.39481 -2.84340 2.93015
H -5.54341 0.62172 3.98202
H -2.65170 -1.76017 2.14810
H -4.85621 2.87705 2.44302
H -3.25896 2.86327 1.66881
H -3.39593 2.99984 3.42334
N 0.15103 -2.98970 -1.32664
C 0.97202 -1.91358 -1.45737
N 2.28452 -2.18126 -1.62353
O 0.54182 -0.75172 -1.39185
H 0.47474 -3.92572 -1.49926
H -0.83955 -2.82554 -1.35348
H 2.63922 -3.11418 -1.73914
H 2.92811 -1.41302 -1.70069
C -5.27094 1.25408 -1.94941
C -4.29068 0.24632 -1.32132
C -5.05670 -0.53158 -0.20930
C -3.20591 0.99117 -0.61438
C -3.82483 -0.78925 -2.34090
C -4.68826 -1.25195 -3.33092
C -4.26930 -2.18679 -4.26569
C -2.97775 -2.68817 -4.22648
C -2.11715 -2.26333 -3.22703
C -2.54443 -1.33280 -2.29080
H -5.49395 2.05811 -1.24641
H -6.21439 0.77178 -2.19472
H -4.85373 1.68689 -2.85862
H -5.40683 0.14582 0.57196
H -4.40821 -1.28324 0.23547
H -5.91690 -1.02641 -0.65773
H -3.58735 1.95999 -0.27391
H -5.70441 -0.88595 -3.38921
H -4.95321 -2.51662 -5.03638
H -2.64619 -3.40601 -4.96450
H -1.10475 -2.64565 -3.19942
H -1.86393 -0.99271 -1.50955
C 3.37979 -6.32140 2.42790
C 2.12644 -5.46644 2.66839
C 1.13539 -6.32778 3.46752
C 1.48216 -5.12669 1.31763
C 2.48577 -4.17408 3.47136
O 2.66887 -4.50691 4.84767
C 3.80095 -3.48069 3.03602
C 4.09455 -3.14908 1.56136
C 5.32907 -2.28038 1.46285
C 5.22884 -0.92272 1.18569
C 6.34969 -0.10928 1.13423
C 7.59920 -0.66111 1.36133
Cl 9.00378 0.34620 1.29319
C 7.72769 -2.01485 1.63133
C 6.59608 -2.81313 1.67999
C 1.24744 -3.22974 3.60395
N 1.04740 -2.09791 2.71310
C 0.04637 -1.90529 1.84878
N 0.09074 -0.67348 1.36691
C 1.18906 -0.14776 1.98094
N 1.78073 -0.97663 2.80254
H 3.07938 -7.29951 2.05090
H 3.93866 -6.49209 3.35038
H 4.05384 -5.87669 1.69748
H 0.78206 -7.14657 2.83881
H 0.26508 -5.76217 3.80446
H 1.60512 -6.75923 4.34843
H 1.45615 -6.02442 0.69676
H 2.04388 -4.35674 0.78793
H 0.45115 -4.78529 1.44549
H 3.38140 -5.15024 4.93112
H 4.60706 -4.12969 3.38748
H 3.87743 -2.55994 3.61399
H 3.25711 -2.63306 1.09269
H 4.27741 -4.06890 1.00259
H 4.25493 -0.49292 1.00798
H 6.25736 0.94793 0.92157
H 8.70853 -2.43754 1.80095
H 6.70930 -3.87128 1.88809
H 1.32074 -2.82776 4.61327
H 0.34117 -3.82846 3.54432
H -0.68786 -2.65518 1.60697
H 1.54342 0.85610 1.82065
C -0.77732 3.68520 -5.39811
Si -1.79199 2.72221 -4.13831
C -3.18335 3.77640 -3.41674
C -2.34681 1.09426 -4.89983
Sb -0.29756 2.24974 -1.99514
Si 0.32458 4.83850 -1.59483
C -1.22544 5.73798 -0.95819
C 1.74980 4.74247 -0.34661
C 0.93015 5.90159 -3.03072
Si 1.90736 1.48414 -3.21986
C 1.54779 -0.00287 -4.33102
C 2.64664 2.83189 -4.30930
C 3.14589 1.24218 -1.80829
H -1.44128 4.11087 -6.15447
H -0.07018 3.03247 -5.91129
H -0.21849 4.50400 -4.94857
H -4.08362 3.73027 -4.03367
H -2.88005 4.82268 -3.35419
H -3.44555 3.44394 -2.41006
H -3.30941 1.20396 -5.40526
H -2.45421 0.31893 -4.14553
H -1.62261 0.74922 -5.63971
H -2.00260 5.08008 -0.56805
H -1.66053 6.31618 -1.77424
H -0.95185 6.44694 -0.17262
H 1.71694 3.84382 0.27039
H 1.74170 5.60672 0.32245
H 2.70691 4.75019 -0.87257
H 0.13867 6.13108 -3.74402
H 1.77260 5.48280 -3.57756
H 1.25855 6.85386 -2.60440
H 1.32692 0.34281 -5.34241
H 0.69315 -0.57951 -3.97748
H 2.41047 -0.66899 -4.39765
H 2.06564 3.02627 -5.21038
H 3.63823 2.49472 -4.62439
H 2.78150 3.77185 -3.77598
H 2.67158 0.78399 -0.94117
H 3.53193 2.21650 -1.50131
H 4.01559 0.64427 -2.09932
N -0.09025 5.11451 4.68626
C -0.31893 4.19613 3.73141
C -0.51097 4.55879 2.38593
C -0.72531 3.58331 1.44760
N -0.77037 2.27172 1.72354
C -0.63563 1.92569 3.01315
C -0.39543 2.82126 4.02285
H -0.08477 6.09444 4.46852
H 0.05967 4.84174 5.64103
H -0.49315 5.60140 2.09541
H -0.88323 3.85533 0.41491
H -0.73565 0.87566 3.24505
H -0.27964 2.46985 5.03964

## Properties
HOMO level (alpha / beta) = -12.20 / -12.20 eV
multiplicity = 1
relative energy (zero: lowest compared OMol25 entry of this formula, charge and spin) = 104.0 kJ/mol
LUMO energy (alpha / beta) = -5.051 / -5.061 eV
total charge = +2

C46H91N9O10P | the ωB97M-V functional and the def2-TZVPD basis

Cartesian coordinates (Å):
C -20.15070 10.25817 4.40130
C -20.07845 9.99753 5.89226
C -21.46123 9.68125 6.45016
C -22.45897 10.79411 6.45930
P -23.68511 10.62017 7.77527
C -24.72408 12.14337 7.79932
C -25.36107 12.41677 6.43057
C -26.55668 13.40293 6.69137
C -27.13565 13.92027 5.40337
C -24.59359 9.05223 7.53694
C -26.04034 9.09883 8.01184
C -26.28309 9.02677 9.57874
C -25.85675 7.71614 10.20380
C -22.98605 10.42203 9.48167
C -22.06020 11.55704 9.91930
C -21.67615 11.43868 11.37246
C -20.72658 12.47338 11.96699
H -19.11053 10.54994 4.12643
H -20.85794 11.03481 4.12760
H -20.38070 9.32818 3.89506
H -19.59421 10.79153 6.47512
H -19.40227 9.15277 6.10584
H -21.33704 9.33208 7.47357
H -21.87743 8.82191 5.92531
H -23.07578 10.92572 5.54241
H -22.02490 11.81574 6.47764
H -23.97091 12.89621 8.04978
H -25.38352 12.14963 8.66151
H -25.77163 11.48754 6.14113
H -24.64043 12.78289 5.73275
H -26.25695 14.33614 7.17345
H -27.33043 12.94097 7.30740
H -27.76374 13.12149 4.96429
H -26.38861 14.12808 4.63196
H -27.69806 14.81091 5.61199
H -24.03857 8.41023 8.18276
H -24.59599 8.76337 6.48973
H -26.49911 8.21334 7.59227
H -26.65380 9.91204 7.58453
H -27.34687 9.21817 9.68882
H -25.80622 9.83983 10.06278
H -26.15051 7.55768 11.24352
H -24.76711 7.65203 10.25699
H -26.27384 6.91184 9.59205
H -22.53534 9.40939 9.54882
H -23.89653 10.47074 10.11455
H -22.49552 12.52727 9.70317
H -21.09948 11.55807 9.39394
H -21.16595 10.47151 11.45564
H -22.65496 11.34448 11.94425
H -20.69332 12.29921 13.02633
H -21.02594 13.52351 11.84362
H -19.68283 12.44140 11.60637
C -22.34534 16.17612 19.95659
C -23.15184 15.58398 18.81260
N -22.97786 16.31538 17.58025
C -23.07007 17.67289 17.32995
C -22.60327 17.88765 16.07160
N -22.43564 16.66034 15.50139
C -22.62331 15.72853 16.40829
C -22.03257 16.45546 14.14140
H -22.56115 15.54934 20.83149
H -22.71156 17.15883 20.25876
H -21.28706 16.08898 19.72851
H -24.16556 15.51844 19.18807
H -22.82965 14.53250 18.62105
H -23.46346 18.40624 18.00634
H -22.32820 18.76223 15.51241
H -22.60273 14.63059 16.33818
H -22.82533 16.77467 13.49315
H -21.82999 15.39261 14.05527
H -21.18046 17.04313 13.85717
C -18.76160 17.11395 22.34921
C -17.21276 16.86090 22.10945
N -16.73698 16.63186 20.75533
C -17.07697 15.53637 19.96548
C -16.26863 15.52335 18.91657
N -15.30939 16.47855 19.15029
C -15.64378 17.16448 20.21574
C -13.96311 16.70805 18.47111
H -19.03432 18.06694 21.85224
H -18.87083 17.22614 23.42794
H -19.38427 16.31682 22.01771
H -17.11697 15.92826 22.65192
H -16.74419 17.69487 22.57457
H -17.88053 14.85090 20.25540
H -16.13886 14.75082 18.17876
H -15.09457 17.99063 20.61270
H -13.49282 15.73410 18.29873
H -13.35574 17.23159 19.22816
H -14.09742 17.36934 17.61907
C -24.44180 12.03420 21.11648
C -23.70130 11.25086 20.03037
N -24.50311 11.19046 18.79242
C -25.73340 10.56494 18.57302
C -25.97758 10.67045 17.26358
N -24.92963 11.37353 16.71176
C -24.05874 11.68671 17.64005
C -24.92501 11.91423 15.39660
H -23.89404 11.78491 22.01469
H -25.49272 11.80822 21.17123
H -24.35494 13.10500 20.91590
H -23.45199 10.24890 20.37919
H -22.75067 11.68567 19.76114
H -26.33620 10.08950 19.30169
H -26.77194 10.22729 16.69422
H -23.06307 12.06560 17.48647
H -25.73195 12.66573 15.25030
H -25.13000 11.09165 14.64806
H -23.97034 12.35339 15.20451
C -19.12000 9.14281 14.34624
C -17.70757 9.42857 14.88973
N -17.36420 8.59882 16.07950
C -17.57188 7.23535 16.20106
C -17.06397 6.88461 17.42783
N -16.60867 8.03881 18.02541
C -16.82855 9.05656 17.21426
C -16.19004 8.08606 19.42250
H -19.31130 9.90677 13.58081
H -19.86618 9.17089 15.14396
H -19.22365 8.17378 13.84895
H -17.68460 10.48423 15.15709
H -16.95505 9.26647 14.13855
H -18.10771 6.65753 15.48358
H -17.11868 5.94557 17.93153
H -16.65132 10.06442 17.47386
H -15.59738 7.19954 19.60553
H -17.06071 8.10669 20.02891
H -15.53229 8.93680 19.58828
C -17.46269 16.85673 11.56155
C -17.86566 15.95197 12.68316
O -19.04936 15.75088 13.01021
N -16.88546 15.34111 13.43647
H -19.66615 15.02360 14.84950
H -17.39265 14.77316 14.10949
C -15.44790 15.32077 13.26512
H -16.61152 17.43265 11.93491
H -18.41900 17.37349 11.31836
H -17.16610 16.21037 10.68800
H -14.95917 15.92028 14.01042
H -15.15376 15.68680 12.32159
H -15.01953 14.31891 13.32928
O -17.77112 13.31501 17.24663
C -16.61478 12.56761 17.58482
O -15.67940 12.52000 16.85989
O -16.64157 12.07096 18.72740
H -17.94030 13.23640 16.30402
O -21.40876 12.65667 15.85147
C -20.35904 13.21841 15.45037
O -19.35962 12.83042 14.89217
O -20.40394 14.73065 15.50642
H -20.29119 11.31284 16.97990
O -18.67288 11.28794 19.72932
C -19.73428 11.50278 18.86838
O -19.51326 10.98536 17.57780
O -20.72460 12.04730 19.20213
H -17.74329 11.59819 19.17003

## Properties
HOMO level = -13.84 eV
multiplicity = 1
LUMO energy = -5.115 eV
total charge = +3

| no. | largest force on an atom (eV Å⁻¹) |
| --- | --- |
| 1 | 5.93 |
| 2 | 3.46 |
| 3 | 5.07 |